No. 1
Formula: C4H8MgO3
Source: the OMol25 dataset
Level of theory: wB97M-V/def2-TZVPD

Output
- ΔE to the lowest compared entry with this formula, charge and spin (kJ/mol) = 268.8
- orbital gap (spin up / spin down) (eV) = 4.24 / 4.24
- E_LUMO (spin up / spin down) (eV) = -0.898 / -0.897
- 2S+1 = 1
- DFT total energy (eV) = -15861.03714

Geometry as XYZ:
```
16
Properties=species:S:1:pos:R:3:forces:R:3
C 1.6885 -0.0296 -0.3832 -0.670 -1.314 -2.111
H 2.2212 -0.6822 0.3203 -0.489 0.108 -0.352
H 2.0541 1.0003 -0.3056 -1.761 0.131 1.161
H 1.9071 -0.1654 -1.4541 0.386 -0.972 0.410
O 0.4264 1.7878 1.5108 -1.388 -0.490 -0.895
C -0.4087 2.7661 0.8240 0.520 -0.317 0.566
H -0.8393 3.4870 1.5496 0.045 -0.154 -0.534
H 0.1669 3.3101 0.0446 -0.383 -0.045 0.256
O -2.2137 -0.9571 0.4894 -0.045 -0.491 -0.468
C -1.6721 -1.8667 -0.1198 0.172 0.032 1.149
C -0.2723 -1.7343 -0.6202 0.812 -0.045 -0.813
O 0.1419 -0.4196 -0.4251 1.831 1.743 0.975
Mg -1.1432 0.8362 0.5563 1.201 1.522 0.755
H -2.1451 -2.8611 -0.1851 -0.092 0.271 -0.258
H -0.2659 -1.9854 -1.6984 0.037 -0.150 0.222
H 0.3542 -2.4861 -0.1037 -0.176 0.171 -0.065
```
Positions in Å, forces in eV/Å.

=====

No. 2
Formula: C4H8N
Source: the OMol25 dataset
Level of theory: wB97M-V/def2-TZVPD

Output
- ΔE to the lowest compared entry with this formula, charge and spin (kJ/mol) = 272.4
- orbital gap (eV) = 10.05
- E_LUMO (eV) = -5.172
- 2S+1 = 1
- DFT total energy (eV) = -5757.04127
- charge = +1

Geometry as XYZ:
```
13
Properties=species:S:1:pos:R:3:forces:R:3
C -0.3488 0.7548 2.1788 -1.167 0.282 0.234
C 1.4218 -0.0590 -0.8297 0.321 2.646 1.622
C -0.9198 -0.1768 -1.0404 -2.962 -0.489 0.258
C -1.5235 0.5884 2.2922 1.833 -0.003 -0.175
N 0.2555 0.2138 -0.4704 1.835 -0.109 -0.814
H 0.1143 0.8978 0.2244 -0.027 0.876 1.197
H 2.1185 0.6033 -0.3785 1.249 -0.222 0.488
H 1.6748 -0.6223 -1.6353 0.418 -2.044 -2.078
H -1.4718 -0.6598 -0.2585 -0.535 -0.758 0.308
H -1.4758 0.7441 -1.1415 -0.419 0.153 -0.941
H -0.8231 -0.8086 -1.8874 0.064 -0.232 -0.826
H 0.6127 1.0312 1.9736 1.959 0.534 0.306
H -2.4122 0.1317 2.4479 -2.568 -0.634 0.421
```
Positions in Å, forces in eV/Å.

=====

No. 3
Formula: C4H8N2
Source: the OMol25 dataset
Level of theory: wB97M-V/def2-TZVPD

Output
- ΔE to the lowest compared entry with this formula, charge and spin (kJ/mol) = 205.4
- orbital gap (eV) = 10.32
- E_LUMO (eV) = 1.074
- 2S+1 = 1
- DFT total energy (eV) = -7255.74694
- SMILES = C1N[C@H]1[C@H]1CN1

Geometry as XYZ:
```
14
Properties=species:S:1:pos:R:3:forces:R:3
C -1.4002 -0.0196 -1.2823 -0.080 -0.180 -0.238
N -1.4089 1.0823 -0.3266 -0.057 0.091 0.279
C -0.1358 0.6138 -0.8472 0.213 -0.075 -0.106
C 0.7615 -0.2659 -0.0247 0.114 0.041 -0.132
C 1.3599 0.0798 1.2871 0.205 0.185 0.039
N 0.1786 -0.7770 1.2073 -0.115 -0.300 0.087
H -1.8196 0.1738 -2.2655 0.011 0.090 0.165
H -1.5815 -1.0203 -0.8915 -0.003 0.142 -0.073
H -1.5444 0.7069 0.6112 0.066 -0.004 -0.082
H 0.3657 1.3214 -1.5054 -0.049 -0.145 0.070
H 1.3426 -0.9611 -0.6330 -0.080 0.070 0.127
H 1.2030 1.0549 1.7419 -0.069 -0.129 -0.126
H 2.3136 -0.3872 1.5307 -0.168 0.117 -0.032
H 0.4105 -1.7530 1.3556 0.013 0.098 0.023
```
Positions in Å, forces in eV/Å.

=====

No. 4
Formula: C4H8N2
Source: the OMol25 dataset
Level of theory: wB97M-V/def2-TZVPD

Output
- ΔE to the lowest compared entry with this formula, charge and spin (kJ/mol) = 404.2
- orbital gap (eV) = 9.53
- E_LUMO (eV) = 1.132
- 2S+1 = 1
- DFT total energy (eV) = -7253.68620
- SMILES = C#CN(C)NC

Geometry as XYZ:
```
14
Properties=species:S:1:pos:R:3:forces:R:3
C 2.3203 -0.0567 1.5438 1.869 -0.353 0.233
C 1.2406 -0.3935 1.1281 -2.238 -0.547 -0.756
N -0.0293 -0.8372 0.6019 4.341 1.445 0.805
C -1.2033 -0.3100 1.2545 0.208 -1.394 1.279
N -0.0395 -0.8654 -0.7950 -1.697 1.581 -0.607
C 0.1165 0.4074 -1.6192 3.343 -2.059 1.030
H 3.4018 -0.0189 1.8501 -2.051 0.146 -0.408
H -0.8618 0.2179 2.1999 -0.791 -0.575 -1.215
H -1.6902 0.3391 0.5403 -0.617 0.240 0.290
H -1.7637 -1.2689 1.4987 -0.204 1.728 -0.066
H 0.5617 -1.5982 -1.0466 0.870 -0.765 -0.777
H 0.1626 0.0385 -2.6556 -0.318 0.446 0.349
H -0.6597 1.0794 -1.4257 -1.354 0.823 0.082
H 1.1162 0.9414 -1.3984 -1.361 -0.715 -0.239
```
Positions in Å, forces in eV/Å.

=====

No. 5
Formula: C4H8N2
Source: the OMol25 dataset
Level of theory: wB97M-V/def2-TZVPD

Output
- ΔE to the lowest compared entry with this formula, charge and spin (kJ/mol) = 253.7
- orbital gap (eV) = 10.08
- E_LUMO (eV) = 1.111
- 2S+1 = 1
- DFT total energy (eV) = -7255.24629
- SMILES = C1N[C@H]1[C@H]1CN1

Geometry as XYZ:
```
14
Properties=species:S:1:pos:R:3:forces:R:3
C -0.9479 -1.5253 0.7904 0.251 -0.505 0.388
N -1.5180 -0.4719 -0.0175 0.641 -0.101 -0.379
C -0.0620 -0.9279 -0.2294 -0.565 0.369 -0.255
C 0.9796 0.1602 -0.1847 -0.225 -0.106 -0.001
C 0.4621 1.3855 -0.8306 -0.027 0.270 -0.280
N 0.6279 1.3120 0.6266 0.041 0.291 0.221
H -1.3888 -2.4849 0.5375 0.313 -0.193 0.321
H -0.7862 -1.3358 1.8448 0.055 -0.013 0.016
H -1.5756 0.3622 0.5914 0.651 -0.292 -0.711
H 0.1652 -1.5377 -1.1187 -0.839 0.253 0.208
H 2.0365 -0.0635 -0.3753 -0.481 -0.217 0.333
H -0.5658 1.3017 -1.1710 0.202 0.373 -0.003
H 1.1105 2.0307 -1.4125 0.070 -0.064 0.134
H 1.4592 1.8223 0.9078 -0.086 -0.065 0.009
```
Positions in Å, forces in eV/Å.

=====

No. 6
Formula: C4H8N2
Source: the OMol25 dataset
Level of theory: wB97M-V/def2-TZVPD

Output
- ΔE to the lowest compared entry with this formula, charge and spin (kJ/mol) = 112.6
- orbital gap (eV) = 9.52
- E_LUMO (eV) = 0.796
- 2S+1 = 1
- DFT total energy (eV) = -7256.70824
- SMILES = CN(C)CC#N

Geometry as XYZ:
```
14
Properties=species:S:1:pos:R:3:forces:R:3
C -0.4271 1.3481 0.2291 -0.009 0.204 -0.046
N -0.3384 -0.0198 -0.2341 -0.259 0.114 -0.214
C -1.0986 -0.9292 0.6081 -0.009 -0.134 -0.035
C 0.7930 -0.3642 -1.0605 -0.089 -0.027 0.095
C 2.0363 -0.4310 -0.2485 0.661 0.002 0.917
N 2.8710 -0.4066 0.5527 -0.598 -0.082 -0.868
H -1.3753 1.7919 -0.1017 0.131 0.114 0.079
H 0.4020 1.9482 -0.1546 -0.140 -0.041 -0.048
H -0.3943 1.4235 1.3290 0.077 -0.115 -0.229
H -1.0236 -0.6587 1.6769 0.195 -0.056 -0.290
H -0.7967 -1.9764 0.5248 0.099 0.171 -0.235
H -2.1679 -0.8584 0.3540 0.191 -0.113 0.027
H 0.9381 0.4003 -1.8427 -0.090 -0.126 0.383
H 0.6696 -1.2958 -1.6311 -0.160 0.090 0.465
```
Positions in Å, forces in eV/Å.

=====

No. 7
Formula: C4H8N2
Source: the OMol25 dataset
Level of theory: wB97M-V/def2-TZVPD

Output
- ΔE to the lowest compared entry with this formula, charge and spin (kJ/mol) = 580.8
- orbital gap (eV) = 7.46
- E_LUMO (eV) = 0.641
- 2S+1 = 1
- DFT total energy (eV) = -7251.85625

Geometry as XYZ:
```
14
Properties=species:S:1:pos:R:3:forces:R:3
C -1.3991 0.0709 0.1582 -6.014 -2.572 0.580
C 0.7711 -1.0700 0.3149 -5.814 -2.444 3.238
C 1.4658 0.0604 0.0673 2.752 5.514 -1.979
C -0.6131 1.2288 0.3702 2.011 3.710 -3.265
H -2.2137 0.0874 -0.7263 1.231 0.836 2.103
H -2.0384 -0.1301 1.2143 1.150 0.163 -2.654
H -0.4785 -1.4557 -1.3017 -1.950 2.293 3.707
H 1.2323 -1.7173 -0.3153 1.439 -3.349 -0.708
H 0.7101 -1.2307 1.4333 0.142 -0.728 -0.957
H 2.5757 0.0161 -0.0044 -1.061 0.567 -0.376
H 1.0208 2.1247 -0.5727 -0.167 -3.573 2.051
H -1.0068 1.9857 -0.3550 -0.096 0.311 1.284
N -0.7513 -1.1058 -0.1925 5.804 -3.849 -2.740
N 0.7251 1.1355 -0.0902 0.573 3.120 -0.283
```
Positions in Å, forces in eV/Å.

=====

No. 8
Formula: C4H8N2
Source: the OMol25 dataset
Level of theory: wB97M-V/def2-TZVPD

Output
- ΔE to the lowest compared entry with this formula, charge and spin (kJ/mol) = 20.4
- orbital gap (eV) = 11.15
- E_LUMO (eV) = 0.846
- 2S+1 = 1
- DFT total energy (eV) = -7257.66437
- SMILES = CC(C)(N)C#N

Geometry as XYZ:
```
14
Properties=species:S:1:pos:R:3:forces:R:3
C -0.7824 1.0808 -0.6367 -0.035 0.073 -0.003
C -0.0740 -0.0925 0.0718 0.064 0.123 0.020
C 1.4481 0.0917 0.1093 0.082 0.015 0.005
N -0.3769 -1.3304 -0.6493 -0.100 -0.146 0.122
C -0.5459 -0.2173 1.4821 -0.286 -0.237 0.909
N -0.8962 -0.4475 2.5615 0.302 0.350 -1.000
H -1.7280 1.3353 -0.1514 0.083 -0.078 -0.090
H -0.9868 0.7976 -1.6730 0.099 0.022 0.140
H -0.1576 1.9781 -0.6467 -0.085 -0.136 0.088
H 1.8486 -0.0171 -0.9024 -0.105 0.061 0.106
H 1.9109 -0.6612 0.7557 -0.046 0.070 -0.142
H 1.7088 1.0800 0.4992 -0.048 -0.162 -0.022
H 0.0149 -2.1224 -0.1453 -0.035 0.049 -0.102
H -1.3836 -1.4749 -0.6748 0.110 -0.004 -0.031
```
Positions in Å, forces in eV/Å.